28
Properties=species:S:1:pos:R:3:mulliken_charge:R:1 method="wB97M-V/def2-TZVPD" orbital_gap_ha=0.286 homo_energy_ev=-8.15 charge=0 largest_force_ha_per_bohr=0.060 e_above_lowest_kcal_mol=0.0
C -4.32 -0.22 0.02 -0.697
C -3.55 -0.52 -1.06 -0.460
C -3.64 0.60 0.93 -0.307
C -2.13 -0.30 -1.12 -0.494
C -2.26 0.73 0.94 -0.605
C -1.42 0.26 -0.07 0.356
C 0.78 1.18 0.61 -0.662
C 0.04 0.16 0.11 0.729
C 0.71 -1.15 -0.30 0.053
C 2.23 1.09 1.02 -0.900
C 2.64 -0.41 1.12 -0.830
C 2.24 -0.98 -0.28 0.442
C 2.78 -0.22 -1.48 -1.631
S -0.02 -2.52 -0.62 -0.282
H -5.36 -0.38 0.07 0.405
H -4.03 -1.00 -1.86 0.388
H -4.17 1.16 1.76 0.264
H -1.70 -0.38 -2.09 0.444
H -1.68 1.20 1.73 0.346
H 0.37 2.13 0.78 0.539
H 2.98 1.51 0.28 0.295
H 2.33 1.75 1.98 0.365
H 3.78 -0.62 1.33 0.335
H 2.01 -1.01 1.86 0.315
H 2.77 -1.98 -0.22 0.440
H 3.86 -0.24 -1.50 0.401
H 2.46 0.78 -1.49 0.401
H 2.29 -0.63 -2.42 0.351